DFT (wB97M-V/def2-TZVPD) results for a 2-piece molecular cluster, C4H10S overall at a distorted geometry.

Last column: natural (NBO) charge in e.
Element x y z (Å)
C (-1.7052, 0.8591, 1.6881)  -0.44
C (-1.6930, 0.6716, 0.3933)  -0.07
C (-1.3928, 1.5577, -0.7113)  -0.67
S (-2.1266, -1.0171, -0.1410)  -0.02
H (-1.4686, 1.9056, 1.9876)  0.19
H (-2.2192, 0.2852, 2.4041)  0.22
H (-0.3877, 1.4885, -1.1302)  0.24
H (-1.2938, 2.5206, -0.2029)  0.22
H (-2.1891, 1.5815, -1.4321)  0.23
H (-2.3847, -0.6511, -1.3736)  0.11
C (1.3985, -1.6683, -0.1714)  -0.85
H (0.9363, -1.3553, -1.0630)  0.21
H (1.1803, -0.9229, 0.5911)  0.21
H (2.5616, -1.6165, -0.4276)  0.20
H (1.2201, -2.7220, 0.1621)  0.22

Forces on the atoms, in the same order (eV/Å):
0.2 3.4 0.2
-0.7 -3.7 -0.5
1.4 2.2 0.9
0.1 0.3 0.7
0.0 -0.9 0.1
0.0 -1.1 0.6
-0.2 -0.8 -0.4
-0.4 0.5 -0.4
-0.1 0.1 -0.5
-0.2 0.0 -0.8
3.6 -0.7 0.5
-1.0 -0.2 -1.1
0.0 -0.3 0.2
-2.3 0.0 0.8
-0.3 1.1 -0.4

* calculated total energy: -556.53156 a.u.
* relative energy (zero: lowest compared OMol25 entry of this formula, charge and spin): 1.372 eV
* net charge: 0